1.
Formula: C27H31BrClN6O6RuTe4
Source: the OMol25 dataset
Level of theory: the ωB97M-V functional and the def2-TZVPD basis

## Properties
- ΔE to the lowest compared entry with this formula, charge and spin (kJ/mol) = 165.49
- 2S+1 = 2
- highest occupied orbital energy (alpha / beta) (eV) = -6.508 / -6.580
- LUMO level (alpha / beta) (eV) = -1.38 / -1.13
- charge = 0
- HOMO-LUMO gap (alpha / beta) (eV) = 5.1 / 5.5

Last column: Mulliken charge in e.
Atoms and positions in Å:
Te  1.35  -2.30  0.02  0.070
Te  4.98  -0.85  0.53  -0.204
Te  3.77  -3.37  0.32  -0.112
Te  2.76  0.37  1.25  -0.074
Ru  0.27  0.20  0.14  0.638
Br  0.13  2.45  2.61  -0.067
Cl  2.18  -7.31  -4.16  -0.238
O  -2.60  3.02  -0.53  -0.876
O  -0.23  5.73  -3.18  -0.628
O  -2.02  5.10  -2.01  -0.556
O  -1.56  1.17  0.15  -0.771
O  -1.24  -0.96  6.19  -0.539
O  -2.08  -3.24  -5.00  -0.735
N  0.70  1.79  -1.20  0.613
N  -2.17  -1.19  -3.30  1.183
N  -0.62  -0.59  -1.90  1.109
N  1.19  3.48  -2.48  -0.046
N  -0.39  -0.27  2.20  0.341
N  -1.17  -0.71  -4.07  -0.985
C  -0.08  3.71  -2.03  -0.136
C  -3.82  -4.12  -3.55  -1.161
C  -1.63  -6.45  -3.36  -0.007
C  -0.38  2.64  -1.23  0.151
C  -0.48  -7.12  -3.76  -0.931
C  -0.80  4.94  -2.45  0.491
C  0.83  -5.18  -3.19  -1.293
C  -4.38  -3.00  -5.80  1.448
C  -5.80  -2.57  -5.38  -1.822
C  -3.41  -3.03  -4.56  2.252
C  -3.42  -1.63  -3.89  -2.187
C  1.64  2.31  -1.97  0.028
C  -0.76  -1.49  2.62  -0.865
C  -1.06  -1.79  3.93  -0.791
C  -4.47  -4.39  -6.45  -1.810
C  -1.83  -1.10  -2.01  -0.850
C  -3.86  -2.03  -6.86  -1.741
C  -0.63  0.50  4.46  -0.584
C  -0.33  -4.53  -2.80  0.688
C  0.74  -6.48  -3.67  0.464
C  -1.62  2.28  -0.49  0.910
C  -1.57  -5.15  -2.87  -0.113
C  -0.98  -0.77  4.88  0.971
C  2.97  1.72  -2.27  -1.438
C  -2.83  -4.44  -2.43  -1.002
C  -0.35  0.69  3.13  0.139
C  -0.26  -0.37  -3.19  -0.893
H  3.77  2.31  -1.81  0.394
H  -5.01  -4.30  -7.40  0.483
H  -0.53  -8.14  -4.13  0.424
H  -6.45  -2.58  -6.26  0.493
H  -2.58  -6.96  -3.41  0.441
H  -0.26  -3.51  -2.44  0.150
H  -3.67  -0.86  -4.62  0.365
H  -6.24  -3.25  -4.65  0.355
H  -4.46  -2.13  -7.77  0.489
H  -2.32  4.34  -1.42  0.429
H  -2.55  -3.54  -1.87  0.007
H  -4.18  -1.60  -3.11  0.303
H  -0.57  1.32  5.17  0.471
H  -0.80  -2.26  1.87  0.355
H  -3.49  -4.80  -6.68  0.363
H  -2.82  -2.23  -7.10  0.353
H  -1.99  -4.14  -5.32  0.575
H  -4.00  -5.05  -4.09  0.275
H  -1.35  -2.80  4.20  0.322
H  0.69  0.05  -3.48  0.514
H  -1.45  -1.88  6.36  0.303
H  -5.82  -1.56  -4.97  0.321
H  -3.93  -0.98  -6.56  0.381
H  -2.48  -1.36  -1.19  0.549
H  -4.78  -3.84  -3.11  0.550
H  3.13  1.69  -3.35  0.388
H  -5.02  -5.11  -5.84  0.387
H  1.67  4.11  -3.10  0.252
H  1.79  -4.69  -3.13  0.533
H  3.02  0.71  -1.86  0.163
H  -3.35  -5.09  -1.72  0.571

=====

2.
Formula: C27H31ClIN3O2
Source: the OMol25 dataset
Level of theory: the ωB97M-V functional and the def2-TZVPD basis

## Properties
- SMILES = C[C@@H](I)Cc1cc2c(cc1Cl)C(=O)N(CCc1ccccc1)C2=O.CCCC#N.CCCC#N
- highest occupied orbital energy (eV) = -8.480
- LUMO level (eV) = -0.47
- charge = 0
- HOMO-LUMO gap (eV) = 8.0

Last column: Mulliken charge in e.
Atoms and positions in Å:
I  -2.05  0.25  -5.88  0.046
Cl  1.91  -0.33  -4.93  -0.214
O  -0.82  -1.94  0.24  -0.489
O  -2.94  1.83  -0.03  -0.535
N  -1.21  0.36  0.70  0.309
N  5.00  -0.70  0.54  -0.425
N  -3.07  -1.82  5.77  -0.536
C  0.23  2.32  -5.07  -1.134
C  -1.93  1.22  -0.23  -0.201
C  5.65  1.85  0.75  -0.494
C  -3.53  -1.92  4.72  0.220
C  0.60  -0.67  -2.47  -0.825
C  4.58  2.72  0.09  -0.272
C  5.29  0.41  0.63  0.277
C  -0.18  1.05  1.51  -0.551
C  4.41  2.43  -1.40  -1.127
C  0.43  -3.53  3.36  -0.550
C  1.85  -1.29  2.20  0.011
C  -0.02  1.46  -3.77  0.307
C  -0.36  2.16  -7.60  -1.096
C  0.06  0.42  2.94  -1.063
C  -0.77  -0.79  -0.08  0.133
C  -0.96  2.15  -6.12  -0.251
C  -6.20  -3.21  4.31  -1.166
C  -5.66  -2.05  3.47  -0.571
C  -1.09  1.07  -1.54  0.549
C  0.76  0.20  -3.66  0.443
C  -0.16  -2.18  3.51  0.009
C  1.69  -3.75  2.63  -0.360
C  0.56  -1.06  2.91  0.102
C  -4.13  -2.05  3.37  0.082
C  -0.32  -0.19  -1.45  0.375
C  2.45  -2.62  2.04  -0.688
C  -0.97  1.91  -2.73  -0.598
H  -7.29  -3.19  4.33  0.342
H  -0.23  3.23  -7.93  0.314
H  -3.79  -1.21  2.75  0.056
H  -6.08  -2.11  2.46  0.349
H  2.40  -0.43  1.76  0.128
H  -3.77  -2.97  2.91  0.322
H  4.85  3.77  0.22  0.321
H  1.15  -1.63  -2.33  0.501
H  5.75  2.10  1.81  0.282
H  1.24  2.11  -5.52  0.458
H  -1.57  2.84  -2.83  0.417
H  0.60  1.58  -7.60  0.318
H  0.19  3.39  -4.71  0.322
H  3.65  3.09  -1.83  0.303
H  2.14  -4.76  2.49  0.328
H  -1.08  1.61  -8.26  0.352
H  3.62  2.57  0.60  0.140
H  0.80  1.20  0.97  0.357
H  -5.88  -4.17  3.89  0.290
H  4.07  1.40  -1.57  0.326
H  6.62  2.01  0.27  0.349
H  -0.57  2.10  1.69  0.463
H  -1.68  3.00  -5.95  0.436
H  -1.12  -1.99  4.03  0.315
H  -6.00  -1.11  3.90  0.305
H  -0.10  -4.41  3.80  0.343
H  0.91  1.02  3.40  0.349
H  5.34  2.58  -1.94  0.344
H  -0.80  0.58  3.64  0.376
H  3.40  -2.77  1.48  0.416
H  -5.85  -3.15  5.34  0.358

=====

3.
Formula: C27H31N5O6S
Source: the OMol25 dataset
Level of theory: the ωB97M-V functional and the def2-TZVPD basis

## Properties
- ΔE to the lowest compared entry with this formula, charge and spin (kJ/mol) = 48.04
- highest occupied orbital energy (eV) = -7.897
- LUMO level (eV) = 0.01
- charge = 0
- HOMO-LUMO gap (eV) = 7.9

Last column: Mulliken charge in e.
Atoms and positions in Å:
S  0.69  -2.52  3.31  -0.015
O  -0.06  -3.13  -2.66  -0.544
O  2.19  -3.46  -0.91  -0.503
O  1.49  2.51  2.28  -0.693
O  -2.59  -0.71  3.12  -0.658
O  -1.35  -5.61  0.26  -0.700
O  0.48  2.61  -2.49  -0.477
N  -2.29  -3.05  0.91  -0.198
N  0.54  -6.32  1.27  -0.302
N  1.05  2.06  0.12  0.543
N  -0.72  0.39  2.49  0.165
N  0.74  -3.97  2.60  -0.678
C  -2.84  2.01  1.05  -0.243
C  -1.43  -0.73  2.73  0.485
C  0.19  -2.35  -1.57  0.248
C  1.06  1.76  1.43  -0.737
C  1.95  4.20  -3.45  -0.679
C  0.30  -4.50  -2.65  -0.495
C  -0.75  -2.02  2.50  0.792
C  -1.21  -3.07  1.72  -0.061
C  1.41  -1.55  0.35  -0.665
C  3.18  -3.71  0.06  -0.806
C  1.15  2.92  -3.70  -0.498
C  -1.25  1.66  2.96  -1.888
C  -1.97  4.61  0.69  -0.802
C  1.11  4.89  -2.38  -0.835
C  -1.83  2.51  1.87  0.594
C  -3.39  2.79  0.05  -0.662
C  1.49  3.32  -0.42  -1.358
C  -1.41  3.82  1.68  -0.198
C  -0.72  -1.32  -1.36  -0.974
C  0.46  -0.56  0.58  -1.093
C  -0.28  -4.16  1.79  0.574
C  -2.96  4.09  -0.13  -0.333
C  1.29  -2.46  -0.69  0.406
C  0.56  0.34  1.78  1.055
C  -0.61  -0.44  -0.31  0.691
C  0.57  3.70  -1.58  1.406
C  -0.43  -5.41  1.04  0.174
H  -0.63  4.22  2.32  0.389
H  1.78  2.06  -3.97  0.308
H  0.40  3.06  -4.49  0.293
H  -1.64  5.63  0.56  0.368
H  2.94  3.96  -3.07  0.248
H  2.52  3.23  -0.78  0.353
H  -0.15  -4.91  -3.55  0.314
H  1.46  4.07  0.38  0.474
H  -4.16  2.38  -0.58  0.438
H  -3.39  4.70  -0.91  0.429
H  1.33  -0.05  2.47  0.397
H  -0.44  3.88  -1.18  -0.559
H  0.28  5.43  -2.85  0.371
H  -2.52  -3.93  0.47  0.237
H  -1.36  0.32  -0.16  0.386
H  -1.55  -1.24  -2.06  0.515
H  -0.46  2.20  3.49  0.545
H  2.74  -3.87  1.05  0.265
H  -2.05  1.40  3.67  0.586
H  0.51  -7.21  0.82  0.241
H  -0.11  -5.00  -1.77  0.089
H  2.26  -1.61  1.02  0.590
H  3.91  -2.89  0.11  0.320
H  1.68  5.57  -1.76  0.386
H  -3.20  1.00  1.22  0.535
H  2.06  4.79  -4.36  0.440
H  1.25  -6.11  1.95  0.246
H  1.38  -4.64  -2.68  0.231
H  3.69  -4.61  -0.27  0.270
H  -3.03  -2.40  1.13  0.263
H  0.68  1.41  -0.56  -0.010

=====

4.
Formula: C27H31N9O3ReS
Source: the OMol25 dataset
Level of theory: the ωB97M-V functional and the def2-TZVPD basis

## Properties
- ΔE to the lowest compared entry with this formula, charge and spin (kJ/mol) = 13.62
- 2S+1 = 2
- highest occupied orbital energy (alpha / beta) (eV) = -13.650 / -13.632
- LUMO level (alpha / beta) (eV) = -8.22 / -7.92
- charge = +2
- HOMO-LUMO gap (alpha / beta) (eV) = 5.4 / 5.7

Last column: Mulliken charge in e.
Atoms and positions in Å:
Re  0.46  -0.17  1.39  1.673
S  1.38  0.55  -1.80  0.847
O  4.69  -0.51  1.90  -0.439
O  1.16  0.89  -0.30  -0.912
O  0.33  1.80  2.54  -0.154
N  0.03  -1.40  3.03  -0.274
N  -0.02  -1.97  0.46  0.449
N  -2.97  0.44  -3.25  -0.450
N  2.31  -0.51  1.81  -0.335
N  -2.42  -2.41  -0.71  -0.399
N  -1.29  0.48  0.78  -0.237
N  -3.64  -2.89  -2.65  0.094
N  -0.10  -2.10  -0.90  -1.133
N  -3.46  4.09  -0.55  -0.414
C  -1.94  1.03  -0.05  0.789
C  -0.07  -3.34  4.98  -0.272
C  -0.30  -2.94  1.25  -0.197
C  -0.27  -3.68  3.64  -0.936
C  0.82  3.31  -1.79  -0.809
C  0.22  -1.08  4.32  0.062
C  3.88  1.83  -1.62  -0.899
C  -2.86  1.00  -2.25  -0.023
C  -1.28  -2.66  -2.87  1.113
C  -2.61  -3.25  -4.81  -1.000
C  0.91  2.07  -2.67  -0.894
C  -0.90  2.11  3.26  -0.754
C  0.18  -2.02  5.32  -1.002
C  3.53  -0.51  1.86  0.756
C  -0.21  -3.01  -4.99  -1.004
C  -3.54  -2.64  -1.34  -0.302
C  1.50  2.52  3.03  -0.614
C  3.17  0.55  -2.00  -0.787
C  -0.20  -2.69  2.69  0.925
C  -1.46  -3.28  -5.57  -0.489
C  -1.26  -2.40  -1.44  0.341
C  2.42  2.89  1.90  -0.505
C  -2.67  1.66  -0.99  0.464
C  -0.13  -2.70  -3.66  -0.336
C  -2.51  -2.94  -3.46  0.140
C  -3.13  3.00  -0.75  -0.276
C  -1.52  3.40  2.77  -1.298
H  -0.68  2.16  4.32  0.517
H  0.42  -0.04  4.53  0.403
H  -0.59  -3.90  0.85  0.494
H  -1.58  1.27  3.09  0.488
H  3.28  3.43  2.29  0.549
H  2.76  2.00  1.38  -0.348
H  1.80  3.68  -1.49  0.293
H  0.68  -3.05  -5.61  0.451
H  -1.52  -3.53  -6.62  0.430
H  -0.92  4.27  3.03  0.368
H  -0.09  -4.11  5.74  0.470
H  0.31  4.10  -2.35  0.465
H  1.14  3.42  3.53  0.568
H  3.63  2.14  -0.61  0.024
H  4.96  1.66  -1.66  0.439
H  0.83  -2.49  -3.18  0.537
H  -3.57  -3.46  -5.25  0.428
H  1.90  3.53  1.18  0.201
H  3.66  2.64  -2.31  0.289
H  -4.47  -2.62  -0.78  0.380
H  3.48  -0.30  -1.38  0.391
H  -0.45  -4.70  3.34  0.494
H  0.36  -1.73  6.35  0.461
H  0.24  3.11  -0.89  -0.036
H  1.63  2.18  -3.49  0.630
H  2.00  1.90  3.77  0.200
H  -1.64  3.38  1.68  0.224
H  -4.55  -3.06  -3.06  0.230
H  -2.50  3.52  3.22  0.423
H  -0.06  1.83  -3.11  0.444
H  3.33  0.27  -3.05  0.590